Entry 1:
The following is a quantum chemistry calculation of a structure of composition C28H38CoN4P2, from the OMol25 dataset.

Relative energy (zero: lowest compared OMol25 entry of this formula, charge and spin), eV: 0.0000
E, hartree: -3373.9624
Multiplicity: 4
HOMO energy (alpha / beta), eV: -5.4120 / -8.3309
Expectation value of S²: 3.785

Atoms and positions in Å:
Co1 -0.054655 0.601337 2.271304
C1 -1.890365 1.723505 -3.808620
C2 -2.026422 0.417219 -3.550616
C3 -1.220789 -0.650912 -4.226185
C4 0.292938 -0.324371 -4.445423
C5 0.951421 0.465818 -3.345627
C6 0.994413 1.801858 -3.399836
C7 0.411138 2.554025 -4.594337
C8 -1.065272 2.258582 -4.943425
C9 1.277452 0.543847 3.808165
H1 -2.460475 2.508880 -3.309260
H2 -2.867793 0.024553 -2.980754
H3 -1.672064 -0.918809 -5.203647
H4 -1.283627 -1.575865 -3.632985
H5 0.825816 -1.280188 -4.568955
H6 0.390326 0.158553 -5.432633
H7 1.492152 -0.111718 -2.588787
H8 1.534753 2.421835 -2.670915
H9 0.996205 2.350492 -5.512397
H10 0.497219 3.638988 -4.424754
H11 -1.534792 3.195620 -5.284583
H12 -1.110431 1.586199 -5.812742
H13 0.745955 1.156096 4.553620
H14 2.220434 1.094964 3.624175
H15 1.484026 -0.431442 4.287667
P1 1.608017 -0.340032 1.314761
P2 -1.289017 -0.863308 1.395556
N1 2.788631 0.873753 0.794388
N2 2.681435 -1.626789 2.011296
N3 -2.204213 0.441850 0.597589
N4 -2.665206 -1.812570 1.852056
C10 0.980579 -1.182013 -0.163175
C11 -0.437914 -1.757729 0.052850
C12 2.642537 2.177361 1.284469
C13 3.681950 2.945782 0.779447
C14 4.475454 2.111914 -0.066178
C15 3.904799 0.836740 -0.028765
C16 3.497888 -1.447132 3.127841
C17 4.241817 -2.600674 3.343197
C18 3.868398 -3.538519 2.336620
C19 2.885434 -2.929390 1.560894
C20 -2.098355 1.765671 1.075593
C21 -2.658747 2.591117 0.101475
C22 -3.064409 1.780510 -0.982760
C23 -2.769732 0.460559 -0.645669
C24 -3.854982 -2.109952 1.174155
C25 -4.669884 -2.857066 2.020942
C26 -3.973223 -2.999266 3.267079
C27 -2.750148 -2.353590 3.132965
H16 1.686800 -1.967316 -0.466348
H17 1.008477 -0.413048 -0.951563
H18 -1.027998 -1.702548 -0.876184
H19 -0.404510 -2.816002 0.378215
H20 1.823704 2.431623 1.942642
H21 3.848742 3.983791 1.006658
H22 5.355471 2.419112 -0.611375
H23 4.202042 -0.076294 -0.519415
H24 3.443934 -0.553980 3.724179
H25 4.970339 -2.742492 4.128868
H26 4.259327 -4.535173 2.196140
H27 2.303266 -3.325827 0.743521
H28 -1.870283 1.977294 2.115176
H29 -2.760608 3.661395 0.175649
H30 -3.476900 2.131242 -1.910659
H31 -2.912489 -0.477326 -1.166633
H32 -4.005624 -1.787670 0.156701
H33 -5.648612 -3.249735 1.792463
H34 -4.317746 -3.513259 4.148360
H35 -1.932274 -2.227656 3.818208
C28 -1.430744 0.445479 3.774811
H36 -1.319486 -0.429468 4.434882
H37 -2.498043 0.632934 3.560408
H38 -1.045425 1.358615 4.260212

Atomic forces in eV per Å
0.8 0.2 2.1
-0.4 -0.2 -0.5
-0.6 0.5 -0.8
0.4 -0.5 -0.2
-0.2 -0.6 -0.5
0.3 0.5 -0.4
0.3 -0.1 -0.5
0.2 0.5 0.0
0.1 0.1 -0.2
0.5 0.5 1.3
0.1 -0.6 -0.1
0.5 0.5 0.1
0.2 0.1 0.3
-0.1 0.2 0.0
-0.2 0.2 0.1
0.1 0.1 0.5
-0.3 0.4 -0.3
-0.3 -0.5 -0.1
0.0 0.1 0.5
0.1 -0.4 0.1
0.2 -0.3 0.1
0.0 0.0 0.3
0.3 -0.2 -0.1
-0.2 -0.5 0.1
-0.1 0.5 -0.3
1.7 -0.4 -0.8
-1.0 -0.4 -0.5
-0.6 -0.2 0.4
-0.6 0.9 0.3
0.4 0.3 0.5
-0.4 -0.4 0.3
0.6 -0.6 -0.5
-0.3 -0.2 -0.7
1.1 0.1 -0.8
-0.9 -0.8 0.2
-0.9 -1.1 0.4
0.4 1.0 0.1
0.6 -0.9 0.0
-0.7 0.9 -0.5
-1.0 0.8 -0.5
0.7 -0.3 0.2
-1.1 0.0 -1.2
0.6 -0.7 0.6
0.1 -0.9 0.5
-0.1 0.8 0.2
-0.1 -0.6 0.9
1.1 0.7 -0.3
1.0 0.6 -0.6
-1.1 -0.6 -0.4
-0.3 0.2 -0.3
-0.3 -0.2 0.5
0.3 -0.2 0.1
0.0 0.5 -0.2
0.2 0.0 -0.1
0.0 0.1 0.0
-0.1 -0.2 0.0
0.0 0.0 0.1
0.2 0.0 -0.3
-0.1 0.0 -0.1
-0.1 0.1 0.0
0.2 0.0 0.1
-0.1 0.1 -0.5
0.0 0.0 0.0
-0.3 -0.2 0.2
0.1 0.4 0.1
-0.1 0.0 0.1
0.1 0.1 -0.1
0.0 0.0 0.0
0.0 -0.1 0.0
-0.6 1.0 0.4
0.2 0.6 -0.2
0.3 -0.4 0.0
-0.5 -0.4 0.3

Mulliken population analysis, charges in e, atoms 1 to 6: -0.44 -0.26 -0.24 -1.33 -1.01 -0.24

Entry 2:
The following is a quantum chemistry calculation of a structure of composition C28H38CuN6O3S5, from the OMol25 dataset.

Relative energy (zero: lowest compared OMol25 entry of this formula, charge and spin), eV: 0.0000
E, hartree: -5275.4662
Multiplicity: 2
HOMO energy (alpha / beta), eV: -6.6791 / -6.8206
Expectation value of S²: 0.756

Atoms and positions in Å:
Cu1 0.169738 1.432958 -0.783845
C1 -2.994938 0.134923 -0.171546
N1 -2.539090 0.602092 1.179779
C2 -3.586083 1.346955 1.885971
C3 -1.286064 0.537639 1.699803
N2 -0.251312 0.168443 0.990216
C4 0.946464 -0.228158 1.616066
C5 1.009738 -0.934156 2.817429
C6 2.214101 -1.397573 3.329183
C7 3.395134 -1.150423 2.642170
C8 3.352036 -0.445482 1.448351
C9 2.144335 0.001304 0.913772
N3 2.095307 0.761127 -0.259021
C10 2.810545 0.416543 -1.297361
N4 3.114316 -0.882862 -1.628024
C11 2.219843 -1.963100 -1.251684
C12 4.428269 -1.273825 -2.098261
N5 3.228189 1.380635 -2.158146
C13 3.320133 1.149094 -3.592938
C14 3.098291 2.773578 -1.759457
N6 -1.185586 1.010904 3.003048
C15 -1.867347 0.366943 4.104712
C16 -0.095994 1.897793 3.365497
H1 -3.835776 -0.543678 0.015764
H2 -1.649568 -1.255429 -0.543769
H3 -2.775121 1.848770 -0.984383
H4 -4.415860 1.487278 1.203323
H5 -3.220883 2.331436 2.177124
H6 -3.948492 0.823226 2.770258
H7 0.092175 -1.144665 3.349664
H8 2.227188 -1.941198 4.267101
H9 4.344732 -1.487056 3.039604
H10 4.269754 -0.221946 0.914476
H11 1.216162 -1.567603 -1.095254
H12 2.545078 -2.479802 -0.342994
H13 2.178013 -2.683712 -2.071773
H14 5.062717 -0.398480 -2.203695
H15 4.372400 -1.786878 -3.062993
H16 4.891544 -1.953867 -1.374659
H17 2.976656 0.146894 -3.830983
H18 4.346659 1.271967 -3.950803
H19 2.678438 1.861453 -4.113409
H20 3.251028 2.860653 -0.687869
H21 2.105667 3.164563 -2.004731
H22 3.855249 3.355303 -2.287557
H23 -2.471765 -0.466056 3.748653
H24 -2.511053 1.065110 4.649678
H25 -1.128797 -0.033654 4.809794
H26 0.345378 2.328988 2.467872
H27 0.687754 1.387221 3.933767
H28 -0.496937 2.712311 3.975055
S1 -0.158344 1.318027 -3.082846
S2 -0.585053 3.150483 -3.669922
S3 -0.864093 4.445238 -2.035996
S4 -0.978569 3.368140 -0.351878
O1 -1.005530 -2.994780 -0.451321
S5 -0.345055 -3.250533 0.871619
C17 0.057198 -4.989711 0.931044
C18 1.135340 -5.374169 1.709658
C19 1.460481 -6.724324 1.786343
C20 0.720396 -7.653887 1.073120
C21 -0.346559 -7.247066 0.275507
C22 -0.684975 -5.907075 0.199976
C23 -1.694571 -3.301580 2.065574
C24 -2.969476 -3.024561 1.605347
C25 -4.028610 -3.023417 2.508676
C26 -3.799056 -3.291870 3.849415
C27 -2.509513 -3.563177 4.297833
C28 -1.449465 -3.568760 3.406825
H29 1.713218 -4.625572 2.242783
H30 2.299682 -7.044496 2.390820
H31 0.980704 -8.703504 1.126754
H32 -0.911790 -7.978794 -0.287606
H33 -1.501021 -5.562626 -0.423982
H34 -3.120271 -2.819714 0.551775
H35 -5.031289 -2.810476 2.158533
H36 -4.623516 -3.287298 4.551437
H37 -2.332973 -3.770973 5.345969
H38 -0.440925 -3.781286 3.746777
O2 -2.022140 -0.445781 -0.937465
O3 -3.506689 1.214238 -0.867442

Atomic forces in eV per Å
-0.1 -0.1 0.1
0.0 0.1 -0.1
-0.1 -0.1 0.1
0.1 0.0 0.0
0.1 0.1 0.0
0.2 0.1 0.0
-0.1 0.0 0.0
0.1 -0.1 0.0
0.0 0.0 0.0
0.0 0.0 0.0
0.0 -0.1 0.0
-0.1 0.0 0.0
-0.1 0.0 0.0
0.0 -0.1 -0.3
0.0 0.1 0.1
0.0 0.1 0.0
-0.1 0.0 0.0
0.0 0.0 0.1
0.1 0.0 0.1
0.1 -0.1 -0.1
0.1 -0.1 0.1
0.0 0.1 0.0
0.0 0.0 0.0
-0.1 0.0 0.0
0.0 0.0 -0.1
0.0 0.1 0.0
0.0 0.0 0.0
0.0 0.0 0.0
0.0 0.0 0.0
0.0 0.0 0.0
0.0 0.0 0.0
0.0 0.0 0.0
0.0 0.0 0.0
0.0 0.0 0.0
0.0 0.0 0.0
0.0 0.0 0.0
0.0 0.0 0.0
0.0 0.0 0.0
0.0 0.0 0.0
0.0 0.0 0.0
0.0 0.0 0.0
0.0 0.0 0.0
0.0 0.0 0.0
0.0 0.0 0.0
0.0 0.0 0.0
0.0 0.0 0.0
0.0 0.0 0.0
0.0 0.0 0.0
0.0 0.0 0.0
0.0 0.0 0.0
0.0 0.0 0.0
-0.1 0.3 0.0
0.0 0.0 0.2
0.1 -0.2 -0.2
0.0 0.0 0.0
0.1 0.0 0.2
-0.1 0.0 -0.1
-0.1 0.0 -0.1
0.0 -0.1 0.0
0.0 0.1 0.0
0.0 0.0 0.0
0.1 0.0 0.0
0.0 0.0 0.0
0.0 0.0 -0.1
-0.1 0.0 0.1
0.0 0.0 0.0
0.0 0.0 0.0
0.0 0.0 0.0
0.1 0.0 0.0
0.0 0.0 0.0
0.0 0.0 0.0
0.0 0.0 0.0
0.0 0.0 0.0
0.0 0.0 0.0
0.0 0.0 0.0
0.0 0.0 0.0
0.0 0.0 0.0
0.0 0.0 0.0
0.0 0.0 0.0
0.0 -0.1 0.0
-0.1 -0.1 0.1

Mulliken population analysis, charges in e, atoms 1 to 6: 0.29 -0.70 1.51 -1.28 -1.20 1.88

Entry 3:
The following is a quantum chemistry calculation of a structure of composition C28H38HfN4OP2, from the OMol25 dataset.

Relative energy (zero: lowest compared OMol25 entry of this formula, charge and spin), eV: 1.8638
E, hartree: -2113.8399
HOMO energy, eV: -13.1561
Net charge: +2

Atoms and positions in Å:
Hf1 -1.300502 3.391823 -2.376146
C1 2.068787 0.424058 -2.274747
C2 1.447971 1.410892 -2.953294
C3 0.562956 1.283036 -4.148756
C4 -0.946662 0.874392 -4.021468
C5 -1.159738 -0.530689 -3.444496
C6 -0.245025 -1.477499 -3.493388
C7 1.227335 -1.606219 -3.806439
C8 2.104977 -1.012071 -2.658889
C9 -2.404163 4.627109 -0.805536
H1 2.849361 0.763629 -1.556314
H2 1.818988 2.434603 -2.834736
H3 1.087938 0.615829 -4.845887
H4 0.554594 2.248315 -4.693591
H5 -1.443261 1.529640 -3.205295
H6 -1.439561 0.909466 -5.018481
H7 -2.155325 -0.637536 -3.002404
H8 -0.707278 -2.502476 -3.582351
H9 1.454325 -1.151151 -4.768753
H10 1.488468 -2.694497 -3.842504
H11 1.974086 -1.628788 -1.764722
H12 3.178204 -1.071433 -2.852663
H13 -2.595243 4.029420 0.129605
H14 -3.392604 4.695333 -1.265975
H15 -2.110380 5.653019 -0.494851
P1 -2.606819 4.016730 -4.610029
P2 0.591329 5.074984 -4.080393
N1 -3.484758 2.933513 -6.021358
N2 -3.820488 5.305024 -5.064356
N3 1.834004 4.402119 -5.446332
N4 1.660736 6.641114 -4.239827
C10 -1.400041 4.513220 -5.869721
C11 -0.541459 5.675015 -5.368383
C12 -4.272354 1.822563 -5.778778
C13 -4.504517 1.126323 -6.960637
C14 -3.860367 1.854063 -7.995717
C15 -3.308012 2.990063 -7.412515
C16 -4.727139 5.786190 -4.128178
C17 -5.601670 6.660426 -4.762763
C18 -5.232389 6.720596 -6.145671
C19 -4.147153 5.860582 -6.311791
C20 2.924643 3.609519 -5.089924
C21 3.501171 3.106921 -6.263932
C22 2.730080 3.544091 -7.364017
C23 1.731343 4.384061 -6.842368
C24 2.193382 7.176228 -5.421332
C25 2.867865 8.361943 -5.143769
C26 2.688550 8.608139 -3.745200
C27 1.944959 7.541974 -3.222733
H16 -1.788819 4.869985 -6.829577
H17 -0.891097 3.552560 -6.058586
H18 -0.066033 6.175065 -6.230064
H19 -1.137068 6.475149 -4.898274
H20 -4.601049 1.570803 -4.784305
H21 -5.071077 0.215190 -7.092879
H22 -3.790196 1.622386 -9.051145
H23 -2.808163 3.780604 -7.972105
H24 -4.652249 5.445153 -3.107744
H25 -6.420003 7.186752 -4.307402
H26 -5.694806 7.322700 -6.912944
H27 -3.612904 5.610831 -7.220128
H28 3.080536 3.363670 -4.060935
H29 4.356901 2.451138 -6.338367
H30 2.852568 3.244751 -8.399211
H31 0.963223 4.955285 -7.384211
H32 2.064093 6.685833 -6.372495
H33 3.401261 8.943905 -5.879593
H34 3.045706 9.475593 -3.209982
H35 1.553031 7.357637 -2.241369
C28 -0.922451 0.744512 -0.382352
O1 -0.828551 2.011327 -1.035963
H36 -1.768407 0.149196 -0.806059
H37 -1.223819 0.818958 0.695439
H38 -0.036414 0.088333 -0.611094

Atomic forces in eV per Å
2.0 -1.7 5.5
-0.1 1.6 -0.8
0.4 0.0 0.6
-0.9 0.3 -1.0
1.5 -1.1 0.8
-0.1 2.2 -0.1
-0.7 -3.1 -1.1
0.6 0.4 0.7
0.1 -0.3 0.4
0.3 -0.9 -0.3
-0.8 -0.5 -0.3
-0.2 -0.2 0.7
-0.7 0.2 -0.1
0.2 -0.1 0.1
-0.5 -0.4 -1.0
-0.1 0.5 0.8
0.2 -0.8 -0.7
0.3 0.9 1.3
0.3 -0.3 0.0
-0.3 1.0 -0.2
-0.1 0.0 0.0
0.1 -0.7 -0.5
0.5 0.4 -0.9
-0.4 0.3 -0.1
0.0 -0.6 -0.4
-5.9 1.4 -8.4
5.4 3.4 -5.7
0.6 0.0 1.5
1.0 -0.5 2.0
-1.0 -1.0 1.7
-1.1 -0.6 1.6
1.2 0.2 0.4
-0.8 -0.2 0.2
0.0 -1.2 -0.4
0.3 0.6 0.8
0.3 1.2 0.9
0.9 -0.8 -0.6
-0.8 0.9 -0.5
0.9 -0.8 0.3
1.3 -1.2 0.8
-0.3 0.6 0.0
-0.2 -0.4 -1.7
-0.5 0.0 1.3
-1.2 1.2 1.0
-0.4 -0.9 -0.5
0.4 0.3 -0.3
-1.3 -1.6 0.7
-0.7 -1.2 0.2
0.7 1.1 -0.4
-0.6 -0.6 0.6
0.5 0.6 -0.2
0.3 -0.3 0.8
-0.2 -0.3 -0.1
0.0 0.1 0.1
0.0 0.1 0.2
-0.3 0.1 0.2
-0.1 -0.4 0.5
-0.2 0.2 0.0
0.0 0.0 0.1
0.1 -0.2 0.0
-0.2 0.1 0.3
0.5 0.2 0.2
0.0 0.1 0.2
0.1 0.4 0.2
0.6 -0.5 0.4
0.2 0.1 0.2
-0.1 0.0 0.1
0.0 -0.2 0.1
0.2 0.1 0.3
-0.9 -1.6 -0.1
-1.0 1.9 -2.0
0.4 0.7 0.0
1.0 0.4 -0.9
-0.5 1.1 0.6

Mulliken population analysis, charges in e, atoms 1 to 6: 0.91 -1.52 0.75 0.47 1.93 -1.12